(1)
ORCA calculation (the ωB97M-V functional and the def2-TZVPD basis) on a 8-piece molecular cluster, C19H32BCl21F5O2P overall in a non-equilibrium geometry.

The SMILES is CCCO[PH](CCC)(CCCC(F)(F)C(F)(F)F)B(C)O.ClC(Cl)Cl.ClC(Cl)Cl.ClC(Cl)Cl.ClC(Cl)Cl.ClC(Cl)Cl.ClC(Cl)Cl.ClC(Cl)Cl.

ORCA input file:
```
! RIJCOSX wB97M-V def2-TZVPD def2/J DEFGRID3
* xyz 0 1
C -2.7710 0.8897 3.3116
C -1.4771 0.1342 3.6528
C -0.8754 -0.4933 2.4017
O -1.8403 -1.3312 1.8312
P -1.7993 -1.4004 0.0895
C -3.3481 -2.3779 0.0597
C -3.2313 -3.7502 -0.6309
C -3.9161 -4.8280 0.2290
C -1.7712 -1.3173 -1.8749
C -1.1870 -0.0347 -2.4178
C -1.6810 0.2409 -3.8674
C -1.8205 1.7099 -4.1521
F -2.8130 2.2297 -3.4102
F -2.1677 1.8733 -5.4527
C -0.5433 2.5409 -3.9476
F 0.5298 1.8872 -4.3663
F -0.3759 2.9223 -2.6884
F -0.6313 3.6544 -4.6867
B -0.1097 -2.3622 0.1374
C -0.0618 -3.6896 0.9769
O 1.0359 -1.9683 -0.5213
H -2.7038 1.9225 3.6285
H -2.9985 0.8655 2.2556
H -3.5861 0.4601 3.8709
H -0.7497 0.8432 4.0349
H -1.6454 -0.6400 4.3757
H 0.0197 -1.0355 2.7270
H -0.5625 0.3465 1.7712
H -1.9292 0.0104 0.0617
H -4.0594 -1.7882 -0.5029
H -3.7194 -2.4514 1.0701
H -2.2144 -4.0362 -0.8633
H -3.7853 -3.7137 -1.5592
H -3.1994 -5.2029 0.9468
H -4.3086 -5.6130 -0.4029
H -4.7506 -4.3806 0.7462
H -1.1301 -2.1236 -2.2353
H -2.7476 -1.5218 -2.3007
H -1.4600 0.8375 -1.8290
H -0.1056 -0.0552 -2.4377
H -2.6903 -0.1436 -3.8981
H -1.0584 -0.2420 -4.6031
H -0.8232 -3.7358 1.7453
H -0.1503 -4.5650 0.3377
H 0.8978 -3.7890 1.4739
H 1.1539 -2.5083 -1.3110
C 3.8641 0.3772 -1.2462
Cl 4.2174 -0.7018 -2.6088
Cl 2.5804 1.5030 -1.6790
Cl 3.4275 -0.5449 0.1763
H 4.7573 0.9473 -1.0274
C 7.7455 0.4119 -1.8087
Cl 9.0053 1.0370 -2.8700
Cl 8.3189 -0.9879 -0.9070
Cl 7.1773 1.6739 -0.7046
H 6.9107 0.0992 -2.4215
C 0.9746 3.2443 1.6222
Cl -0.6672 2.6154 1.7584
Cl 0.9899 4.9774 1.9393
Cl 2.0644 2.3763 2.7230
H 1.3251 3.0769 0.6127
C 3.9834 -1.1525 4.5329
Cl 3.7024 -2.3138 3.2322
Cl 4.4217 0.4266 3.8649
Cl 2.5986 -1.1134 5.6253
H 4.8318 -1.4930 5.1099
C -3.1388 5.6593 -5.8316
Cl -4.8218 5.9713 -6.2609
Cl -2.1005 5.7903 -7.2522
Cl -2.6056 6.7647 -4.5628
H -3.0679 4.6486 -5.4533
C -2.1203 -4.0694 6.8015
Cl -2.9709 -2.5464 7.0522
Cl -3.0058 -5.1034 5.6798
Cl -0.4751 -3.7911 6.2266
H -2.0604 -4.5775 7.7536
C 4.6561 4.8636 -0.4747
Cl 6.3334 5.2461 -0.0849
Cl 4.0183 3.6540 0.6450
Cl 3.6623 6.3172 -0.4659
H 4.6297 4.4446 -1.4720
*
```

Formally, the Löwdin partial charges of the atoms, in units of the elementary charge, are as follows: number 1, C, carries -0.1259; number 2, C, carries -0.2383; number 3, C, carries -0.3648; number 4, O, carries -0.3863; number 5, P, carries 0.9106; number 6, C, carries -0.2664; number 7, C, carries -0.2785; number 8, C, carries -0.0928; number 9, C, carries -0.3046; number 10, C, carries -0.2374; number 11, C, carries -0.0676; number 12, C, carries -0.4768; number 13, F, carries 0.1362; number 14, F, carries 0.1136; number 15, C, carries -0.5746; number 16, F, carries 0.1706; number 17, F, carries 0.1672; number 18, F, carries 0.1489; number 19, B, carries -0.5399; number 20, C, carries -0.0173; number 21, O, carries 0.0116; number 22, H, carries 0.0485; number 23, H, carries 0.0529; number 24, H, carries 0.0660; number 25, H, carries 0.0832; number 26, H, carries 0.0869; number 27, H, carries 0.1182; number 28, H, carries 0.0167; number 29, H, carries 0.0664; number 30, H, carries 0.0873; number 31, H, carries 0.0780; number 32, H, carries 0.0816; number 33, H, carries 0.0974; number 34, H, carries 0.0682; number 35, H, carries 0.0668; number 36, H, carries 0.0671; number 37, H, carries 0.0742; number 38, H, carries 0.0695; number 39, H, carries 0.0900; number 40, H, carries 0.0915; number 41, H, carries 0.1223; number 42, H, carries 0.1325; number 43, H, carries 0.0601; number 44, H, carries 0.0706; number 45, H, carries 0.0622; number 46, H, carries 0.1122; number 47, C, carries -1.5314; number 48, Cl, carries 0.5504; number 49, Cl, carries 0.5634; number 50, Cl, carries 0.5817; number 51, H, carries -0.0720; number 52, C, carries -1.5499; number 53, Cl, carries 0.5414; number 54, Cl, carries 0.5392; number 55, Cl, carries 0.5390; number 56, H, carries -0.0354; number 57, C, carries -1.5248; number 58, Cl, carries 0.6594; number 59, Cl, carries 0.5371; number 60, Cl, carries 0.4837; number 61, H, carries -0.0408; number 62, C, carries -1.5349; number 63, Cl, carries 0.5148; number 64, Cl, carries 0.5089; number 65, Cl, carries 0.5305; number 66, H, carries 0.0083; number 67, C, carries -1.5633; number 68, Cl, carries 0.5248; number 69, Cl, carries 0.5269; number 70, Cl, carries 0.5255; number 71, H, carries -0.0138; number 72, C, carries -1.5623; number 73, Cl, carries 0.5241; number 74, Cl, carries 0.5194; number 75, Cl, carries 0.5108; number 76, H, carries 0.0082; number 77, C, carries -1.5294; number 78, Cl, carries 0.5295; number 79, Cl, carries 0.5200; number 80, Cl, carries 0.5422; number 81, H, carries 0.0108

---

(2)
ORCA calculation (the ωB97M-V functional and the def2-TZVPD basis) on C19H32ClINP2RuS as an isolated structure in a non-equilibrium geometry.

ORCA input file:
```
! RIJCOSX wB97M-V def2-TZVPD def2/J DEFGRID3
* xyz 3 5
C -1.1825 -0.0168 -3.5001
I -2.2253 -0.0800 -1.5520
H -0.1178 0.0409 -3.2615
H -1.5796 0.8766 -3.9998
H -1.4647 -0.9239 -4.0424
Ru 0.0273 0.0414 -0.1376
P 0.2174 2.2669 -0.4477
C -1.4516 2.9651 -0.3046
C 1.1954 3.1826 0.8000
H 1.4554 4.1617 0.3752
H 1.0096 3.9715 -1.9502
H 2.1104 2.6168 1.0168
H 1.8373 2.4049 -2.2274
H -1.8308 2.7457 0.6990
H 0.6115 3.3269 1.7190
C 0.8683 2.8840 -2.0325
H -1.4237 4.0470 -0.4776
H 0.1650 2.6568 -2.8434
H -2.0889 2.4783 -1.0561
P 0.2360 -2.2201 -0.0596
C -1.4127 -2.9228 0.2344
C 0.8731 -3.0765 -1.5441
H 2.1928 -2.3249 1.3568
H 1.4959 -3.9566 1.0484
H 0.7311 -2.8635 2.2590
C 1.2649 -2.9098 1.2970
H 1.8420 -2.6323 -1.8141
H 1.0082 -4.1470 -1.3192
H -1.3725 -4.0175 0.1751
H -2.0893 -2.5248 -0.5356
H 0.1581 -2.9560 -2.3691
H -1.7525 -2.6112 1.2293
Cl 2.4040 0.0702 0.0661
N -0.4067 0.2167 1.7638
S 0.7367 0.3145 3.0134
C 0.1800 1.6521 4.0745
C -1.1380 1.7134 4.5282
C -1.5164 2.7570 5.3788
C -0.5725 3.7166 5.7679
C 0.7585 3.6262 5.3412
C 1.1440 2.5832 4.5013
C 0.4230 -1.0520 4.1428
C 1.4902 -1.4211 4.9828
C 1.3160 -2.4545 5.8981
C 0.0824 -3.1129 5.9729
C -0.9870 -2.7176 5.1629
C -0.8240 -1.6714 4.2451
H -1.3669 0.3011 2.0977
H -1.8477 0.9427 4.2321
H -2.5523 2.8062 5.7170
H -0.8893 4.5517 6.3927
H 1.4918 4.3731 5.6454
H 2.1736 2.4606 4.1675
H 2.4284 -0.8704 4.9014
H 2.1474 -2.7559 6.5377
H -0.0413 -3.9561 6.6529
H -1.9555 -3.2164 5.2169
H -1.6542 -1.3218 3.6364
*
```

Formally, the natural (NBO) partial charges of the atoms, in units of the elementary charge, are as follows: number 1, C, carries -0.6259; number 2, I, carries 0.4226; number 3, H, carries 0.2361; number 4, H, carries 0.2675; number 5, H, carries 0.2728; number 6, Ru, carries 0.6110; number 7, P, carries 1.1154; number 8, C, carries -0.9490; number 9, C, carries -0.9454; number 10, H, carries 0.2844; number 11, H, carries 0.2870; number 12, H, carries 0.2733; number 13, H, carries 0.2810; number 14, H, carries 0.2535; number 15, H, carries 0.2626; number 16, C, carries -0.9497; number 17, H, carries 0.2900; number 18, H, carries 0.2533; number 19, H, carries 0.2423; number 20, P, carries 1.1001; number 21, C, carries -0.9498; number 22, C, carries -0.9440; number 23, H, carries 0.2732; number 24, H, carries 0.2838; number 25, H, carries 0.2648; number 26, C, carries -0.9410; number 27, H, carries 0.2790; number 28, H, carries 0.2870; number 29, H, carries 0.2909; number 30, H, carries 0.2422; number 31, H, carries 0.2539; number 32, H, carries 0.2539; number 33, Cl, carries -0.2907; number 34, N, carries -0.9469; number 35, S, carries 1.0841; number 36, C, carries -0.1842; number 37, C, carries -0.2409; number 38, C, carries -0.1764; number 39, C, carries -0.1332; number 40, C, carries -0.1704; number 41, C, carries -0.2275; number 42, C, carries -0.2788; number 43, C, carries -0.1384; number 44, C, carries -0.1865; number 45, C, carries -0.1447; number 46, C, carries -0.1709; number 47, C, carries -0.2436; number 48, H, carries 0.4146; number 49, H, carries 0.2153; number 50, H, carries 0.2578; number 51, H, carries 0.2614; number 52, H, carries 0.2615; number 53, H, carries 0.2416; number 54, H, carries 0.2343; number 55, H, carries 0.2645; number 56, H, carries 0.2617; number 57, H, carries 0.2535; number 58, H, carries 0.2061

---

(3)
ORCA calculation (the ωB97M-V functional and the def2-TZVPD basis) on C19H32FeN6 as an isolated structure in a non-equilibrium geometry.

ORCA input file:
```
! RIJCOSX wB97M-V def2-TZVPD def2/J DEFGRID3
* xyz 1 2
Fe -0.4139 -0.0618 0.5147
C 2.9603 -2.4406 0.1524
C 1.6543 -1.7302 0.0080
N 1.0519 -1.1546 1.0161
C 1.6872 -0.9340 2.2961
C 1.0908 0.3547 2.8966
N -0.3171 0.5781 2.4853
C -1.3183 -0.1099 3.3193
C -1.5722 -1.4967 2.7554
N -1.8328 -1.3828 1.3090
C -3.1946 -0.8663 0.9851
C -3.1084 0.5941 0.5023
N -1.9496 0.6343 -0.3650
C -2.0875 0.2696 -1.6356
C -3.2550 0.7012 -2.4657
C -1.0337 -0.5810 -2.0927
C -0.7581 -1.0735 -3.3727
C 0.3907 -1.8310 -3.5527
C 1.2480 -2.1013 -2.4962
C 0.9179 -1.6261 -1.2235
N -0.2223 -0.9225 -1.0728
H 2.9355 -3.0993 1.0210
H 3.7790 -1.7314 0.2983
H 3.1831 -3.0412 -0.7254
H 2.7677 -0.8099 2.1945
H 1.5282 -1.7904 2.9611
H 1.6627 1.1958 2.5124
H 1.1749 0.3354 3.9867
H -0.4737 1.5784 2.5320
H -2.2416 0.4687 3.2922
H -1.0020 -0.1823 4.3635
H -2.4051 -1.9675 3.2868
H -0.6877 -2.1171 2.8874
H -1.7274 -2.3038 0.9020
H -3.8604 -0.9627 1.8458
H -3.6043 -1.4564 0.1650
H -2.9619 1.2853 1.3322
H -4.0404 0.8756 0.0000
H -3.4996 1.7387 -2.2479
H -4.1393 0.0911 -2.2614
H -3.0337 0.6072 -3.5265
H -1.4232 -0.8698 -4.1997
H 0.6286 -2.2051 -4.5394
H 2.1596 -2.6598 -2.6524
C 2.9927 1.5321 -0.6111
C 1.5363 2.0350 -0.7178
C 1.4816 3.4948 -0.2032
C 1.1285 2.0328 -2.2148
N 0.6921 1.2374 0.0698
H 3.6494 2.1907 -1.1802
H 3.0696 0.5198 -1.0141
H 3.3167 1.5278 0.4315
H 2.1327 4.1411 -0.7973
H 1.8019 3.5316 0.8385
H 0.4567 3.8599 -0.2713
H 1.7378 2.7493 -2.7699
H 0.0774 2.3090 -2.3065
H 1.2704 1.0394 -2.6454
*
```

Formally, the natural (NBO) partial charges of the atoms, in units of the elementary charge, are as follows: number 1, Fe, carries 0.6102; number 2, C, carries -0.6842; number 3, C, carries 0.3034; number 4, N, carries -0.3638; number 5, C, carries -0.2574; number 6, C, carries -0.2258; number 7, N, carries -0.5955; number 8, C, carries -0.2344; number 9, C, carries -0.2261; number 10, N, carries -0.5919; number 11, C, carries -0.2247; number 12, C, carries -0.2429; number 13, N, carries -0.3712; number 14, C, carries 0.3047; number 15, C, carries -0.6865; number 16, C, carries 0.0980; number 17, C, carries -0.1629; number 18, C, carries -0.1910; number 19, C, carries -0.1683; number 20, C, carries 0.1117; number 21, N, carries -0.2773; number 22, H, carries 0.2425; number 23, H, carries 0.2514; number 24, H, carries 0.2360; number 25, H, carries 0.2220; number 26, H, carries 0.2088; number 27, H, carries 0.2408; number 28, H, carries 0.1988; number 29, H, carries 0.4141; number 30, H, carries 0.2060; number 31, H, carries 0.2083; number 32, H, carries 0.2049; number 33, H, carries 0.2075; number 34, H, carries 0.3982; number 35, H, carries 0.2105; number 36, H, carries 0.2104; number 37, H, carries 0.2059; number 38, H, carries 0.2122; number 39, H, carries 0.2500; number 40, H, carries 0.2404; number 41, H, carries 0.2392; number 42, H, carries 0.2355; number 43, H, carries 0.2389; number 44, H, carries 0.2347; number 45, C, carries -0.5972; number 46, C, carries 0.0451; number 47, C, carries -0.5977; number 48, C, carries -0.6191; number 49, N, carries -0.5028; number 50, H, carries 0.2203; number 51, H, carries 0.1895; number 52, H, carries 0.2026; number 53, H, carries 0.2036; number 54, H, carries 0.2033; number 55, H, carries 0.2069; number 56, H, carries 0.2130; number 57, H, carries 0.2003; number 58, H, carries 0.1910

---

Energy (computed, eV): -310840.6612; -74301.7254; -63542.9778